1.
The following is a DFT calculation (the ωB97M-V functional and the def2-TZVPD basis) of a structure of composition C67H73FINO11Si2.

Each line ends with the Mulliken charge.
Positions of all 156 atoms, in Å:
1 C 2.6705 -4.3973 2.2933  -0.50
2 C 1.7192 -5.3929 1.7016  -0.13
3 C 1.9527 -6.0246 0.2012  0.49
4 O 2.9764 -6.8925 -0.0319  -0.53
5 O 1.0748 -5.7289 -0.9638  -0.33
6 C 1.2507 -4.3297 -1.4134  0.17
7 C 0.9762 -4.1209 -3.0291  -0.81
8 C 0.5545 -2.5685 -3.3790  -0.09
9 C -1.0520 -2.2428 -3.1641  0.05
10 C -1.4542 -1.1716 -4.3759  0.56
11 C -0.8045 0.3196 -4.1803  -0.46
12 Si -1.7276 1.3983 -2.8216  -0.32
13 C -3.6210 1.5713 -3.1572  -0.50
14 C -4.4833 0.1875 -2.9835  -0.21
15 C -6.0874 0.4503 -2.5886  -1.01
16 I -7.2576 -1.4359 -2.8250  -0.06
17 C -0.9799 3.1992 -3.0654  -0.31
18 C 0.6207 3.2380 -2.5859  -0.03
19 C 1.0032 4.6540 -1.7957  -0.66
20 C 2.1172 4.2186 -0.6266  -0.33
21 C 3.4251 3.5456 -1.3662  -0.26
22 O 4.5496 3.5913 -0.4141  -0.29
23 C 5.5479 2.5433 -0.6802  -0.24
24 C 5.9673 1.9154 0.8066  -0.80
25 O -1.3088 0.6730 -1.2802  0.43
26 Si -1.9927 1.5254 0.0888  -0.21
27 O -1.9242 3.2781 0.0037  -0.66
28 N -0.9624 1.0620 1.5352  -0.33
29 C -0.7999 -0.2994 1.5944  0.21
30 C 0.3948 -1.1290 0.7728  0.33
31 C -1.7678 -1.2644 2.5539  -0.87
32 C -3.8382 1.0656 0.4884  0.38
33 F -4.6563 2.2026 -0.0783  -0.39
34 C -4.1621 1.1103 2.1288  -0.41
35 C -5.4642 2.0540 2.4983  -0.89
36 H 2.3897 -3.2620 2.4130  0.15
37 H 3.7152 -4.7474 2.7122  0.23
38 H 0.7770 -5.7418 2.3147  0.31
39 H 0.4197 -3.6940 -0.8555  -0.09
40 H 2.2933 -3.8609 -1.0723  0.28
41 H 0.2267 -4.9287 -3.4835  0.25
42 H 2.0324 -4.2956 -3.5557  0.29
43 H 0.9170 -2.3755 -4.4988  0.09
44 H 1.2000 -1.8593 -2.7074  0.15
45 H -1.6456 -3.2430 -3.4318  0.40
46 H -1.3192 -1.8233 -2.1049  -0.34
47 H -2.6066 -1.1937 -4.5794  0.04
48 H -0.9457 -1.6266 -5.3552  -0.67
49 H 0.3125 0.1973 -3.7835  0.12
50 H -0.7102 0.9025 -5.2041  0.31
51 H -3.7221 1.8799 -4.3064  0.47
52 H -4.1244 2.4779 -2.5657  0.29
53 H -4.5311 -0.3082 -4.0683  0.35
54 H -3.9584 -0.5367 -2.2237  0.15
55 H -6.5375 1.2444 -3.3337  0.43
56 H -6.2397 0.7537 -1.4690  0.34
57 H -0.9631 3.3842 -4.2246  0.42
58 H -1.6164 4.0053 -2.4912  0.30
59 H 1.3661 3.1880 -3.5023  0.22
60 H 0.7970 2.3568 -1.8215  -0.20
61 H 0.0669 5.1667 -1.3116  0.24
62 H 1.4720 5.3956 -2.5849  0.35
63 H 2.3661 5.1370 0.0597  0.33
64 H 1.5887 3.3632 0.0170  0.02
65 H 3.7469 4.1732 -2.3059  0.17
66 H 3.1812 2.4515 -1.7566  0.22
67 H 6.5018 3.0410 -1.1778  0.24
68 H 5.1606 1.6376 -1.3142  0.25
69 H 5.0530 1.3303 1.2715  0.20
70 H 6.8419 1.1402 0.7053  0.28
71 H 6.3399 2.7735 1.5177  0.24
72 H -1.0126 3.6395 0.2158  0.24
73 H -0.1289 -1.7228 -0.0889  -0.28
74 H 1.2034 -0.3630 0.3515  0.19
75 H 0.9053 -1.8321 1.5892  -0.21
76 H -2.7234 -1.5962 1.9649  0.17
77 H -2.1417 -0.5607 3.4411  0.27
78 H -1.1775 -2.1381 3.0674  0.37
79 H -4.1643 0.0180 0.0816  0.31
80 H -4.3235 0.0174 2.5720  0.24
81 H -3.2532 1.5598 2.7486  0.25
82 H -5.5201 2.0821 3.6905  0.23
83 H -6.4943 1.6165 2.1420  0.29
84 H -5.3211 3.1963 2.1838  0.23
85 C 3.0884 2.4524 -9.1779  -0.56
86 C 3.4823 2.2201 -10.4954  -0.43
87 C 3.0830 1.0527 -11.1481  -0.55
88 C 2.2969 0.1081 -10.4769  0.42
89 C 1.9238 0.3291 -9.1517  0.04
90 C 2.3107 1.5096 -8.5041  -0.58
91 C 1.1366 -0.6830 -8.4182  0.31
92 O 0.8053 -0.4882 -7.2552  -0.63
93 C 0.7621 -1.9363 -9.1033  0.19
94 C 0.0657 -2.9292 -8.4019  -0.07
95 C -0.3040 -4.1119 -9.0461  -0.65
96 C 0.0115 -4.3020 -10.3911  -0.42
97 C 0.7100 -3.3169 -11.0907  -0.72
98 C 1.0945 -2.1358 -10.4423  0.23
99 C 1.8643 -1.1154 -11.1810  0.50
100 O 2.1460 -1.2837 -12.3619  -0.69
101 H 3.3919 3.3665 -8.6722  0.40
102 H 4.0990 2.9491 -11.0163  0.39
103 H 3.3899 0.8804 -12.1784  0.46
104 H 2.0117 1.6952 -7.4740  0.64
105 H -0.1872 -2.7873 -7.3524  0.38
106 H -0.8401 -4.8838 -8.4982  0.42
107 H -0.2827 -5.2201 -10.8951  0.38
108 H 0.9571 -3.4745 -12.1393  0.46
109 C 7.1859 -3.8208 3.1454  -0.50
110 C 6.9005 -4.2768 4.4322  -0.54
111 C 7.3858 -3.5837 5.5423  -0.53
112 C 8.1698 -2.4371 5.3651  0.24
113 C 8.4755 -1.9954 4.0784  0.18
114 C 7.9727 -2.6823 2.9657  -0.60
115 C 9.3425 -0.8161 3.8793  0.63
116 O 9.6087 -0.4253 2.7494  -0.68
117 C 9.8908 -0.1203 5.0606  0.19
118 C 10.7607 0.9639 4.8857  -0.54
119 C 11.2732 1.6359 5.9975  -0.46
120 C 10.9121 1.2344 7.2833  -0.45
121 C 10.0502 0.1512 7.4606  -0.56
122 C 9.5463 -0.5335 6.3467  0.24
123 C 8.6639 -1.7002 6.5453  0.54
124 O 8.3497 -2.0566 7.6751  -0.68
125 H 6.8000 -4.3556 2.2804  0.48
126 H 6.2978 -5.1714 4.5720  0.43
127 H 7.1547 -3.9425 6.5438  0.46
128 H 8.1960 -2.3354 1.9583  0.47
129 H 11.0451 1.2857 3.8851  0.46
130 H 11.9527 2.4742 5.8595  0.40
131 H 11.3055 1.7623 8.1494  0.39
132 H 9.7766 -0.1596 8.4675  0.45
133 C -6.1586 -0.0919 8.9648  -0.50
134 C -7.0900 -0.5302 9.9057  -0.46
135 C -8.4236 -0.1303 9.8069  -0.58
136 C -8.8253 0.7209 8.7703  0.28
137 C -7.8892 1.1788 7.8439  0.25
138 C -6.5547 0.7622 7.9345  -0.54
139 C -8.2915 2.1164 6.7757  0.53
140 O -7.4706 2.5163 5.9594  -0.68
141 C -9.6946 2.5715 6.7108  0.19
142 C -10.0772 3.5050 5.7387  -0.52
143 C -11.4050 3.9307 5.6618  -0.48
144 C -12.3540 3.4199 6.5469  -0.44
145 C -11.9746 2.4941 7.5199  -0.58
146 C -10.6400 2.0766 7.6079  0.21
147 C -10.2415 1.1243 8.6633  0.55
148 O -11.0740 0.6784 9.4445  -0.68
149 H -5.1211 -0.4108 9.0364  0.40
150 H -6.7787 -1.1856 10.7161  0.39
151 H -9.1462 -0.4806 10.5421  0.45
152 H -5.8210 1.1047 7.2069  0.48
153 H -9.3431 3.9064 5.0418  0.47
154 H -11.6988 4.6596 4.9096  0.39
155 H -13.3899 3.7459 6.4827  0.39
156 H -12.7201 2.1034 8.2106  0.45

Computed properties:
* E: -4455.4258 Ha
* charge: 0
* Kohn-Sham gap: 7.14 eV


2.
The following is a DFT calculation (the ωB97M-V functional and the def2-TZVPD basis) of a structure of composition C67H98BaGe2N9PSi.

Each line ends with the Mulliken charge.
Positions of all 179 atoms, in Å:
1 Ba -1.0025 -0.3095 -0.0291  2.71
2 C 1.6795 -3.4340 5.4669  -0.98
3 C 2.3149 -2.2650 4.7077  -1.08
4 C 1.8943 -2.2379 3.2754  0.59
5 C 2.5467 -2.7765 2.2050  1.16
6 C 3.8431 -3.5195 2.1895  -1.11
7 C 3.6568 -5.0296 2.3513  -1.10
8 C 1.7072 -2.5160 1.0451  -0.46
9 C 1.9361 -3.0749 -0.2027  -0.75
10 C 1.0826 -3.0924 -1.3082  -0.80
11 C 1.1809 -4.0578 -2.3867  0.53
12 C 2.1575 -5.1917 -2.4682  -1.47
13 C 1.7596 -6.3012 -1.4911  -1.08
14 C 0.1143 -3.8089 -3.2176  0.89
15 C -0.6106 -2.7009 -2.6293  0.50
16 C -1.8735 -2.2826 -3.0726  -0.77
17 C -2.9013 -1.7573 -2.2999  0.29
18 N -2.8074 -1.4635 -0.9836  -1.67
19 C -4.0524 -1.2999 -0.5003  -0.02
20 C -4.3653 -1.1171 0.8479  -0.41
21 C -3.5182 -0.9939 1.9451  1.22
22 N -2.1709 -1.0267 1.8986  -1.45
23 C -1.7075 -0.9732 3.1650  -0.25
24 C -0.3911 -1.2032 3.5504  -0.41
25 C 0.6559 -1.6721 2.7575  -0.20
26 N 0.6176 -1.8020 1.4137  0.13
27 C -2.8203 -0.8199 4.0898  0.25
28 C -3.9537 -0.8603 3.3325  0.98
29 C -5.3633 -0.7855 3.8197  -0.58
30 C -6.0148 -2.1652 3.9363  -1.27
31 C -2.6914 -0.6561 5.5715  -0.85
32 C -2.6877 -1.9961 6.3169  -1.11
33 C -5.0199 -1.4315 -1.5880  0.72
34 C -4.2938 -1.6913 -2.7138  0.94
35 C -4.7527 -1.9291 -4.1167  -0.97
36 C -5.1493 -3.3886 -4.3582  -0.94
37 C -6.5049 -1.3025 -1.4476  -0.94
38 C -7.0909 -0.0956 -2.1922  -1.48
39 N 0.0206 -2.2757 -1.5084  1.09
40 C -0.3354 -4.6321 -4.3849  -1.34
41 C -1.3777 -5.6657 -3.9484  -1.13
42 H 1.9675 -3.4089 6.5164  0.43
43 H 0.5946 -3.3869 5.4025  0.09
44 H 1.9923 -4.3858 5.0422  0.21
45 H 2.0305 -1.3296 5.1944  0.18
46 H 3.4029 -2.3530 4.7697  0.44
47 H 4.3667 -3.3307 1.2490  0.06
48 H 4.4809 -3.1588 2.9995  0.64
49 H 3.0517 -5.4302 1.5414  0.11
50 H 4.6232 -5.5307 2.3438  0.42
51 H 3.1581 -5.2506 3.2903  0.23
52 H 2.8263 -3.6875 -0.2884  0.39
53 H 2.1837 -5.5981 -3.4836  0.44
54 H 3.1725 -4.8524 -2.2315  0.38
55 H 0.7951 -6.7195 -1.7694  0.21
56 H 2.4992 -7.0994 -1.4718  0.42
57 H 1.6600 -5.8860 -0.4916  0.13
58 H -2.1393 -2.6041 -4.0733  0.29
59 H -5.4207 -1.1081 1.0863  0.12
60 H -0.1861 -1.1363 4.6115  0.29
61 H -5.3723 -0.2996 4.8000  0.52
62 H -5.9554 -0.1720 3.1381  -0.07
63 H -5.5038 -2.7641 4.6858  0.26
64 H -7.0589 -2.0661 4.2306  0.42
65 H -5.9663 -2.6903 2.9851  0.26
66 H -1.7677 -0.1153 5.7950  -0.11
67 H -3.5185 -0.0508 5.9505  0.55
68 H -1.8942 -2.6401 5.9426  0.18
69 H -2.5298 -1.8440 7.3848  0.41
70 H -3.6379 -2.5079 6.1768  0.25
71 H -5.5989 -1.2764 -4.3284  0.41
72 H -3.9443 -1.6563 -4.8007  0.34
73 H -5.9345 -3.6829 -3.6694  0.30
74 H -5.5050 -3.5345 -5.3766  0.40
75 H -4.2983 -4.0449 -4.1979  0.06
76 H -6.9984 -2.2123 -1.8069  0.52
77 H -6.7567 -1.1929 -0.3924  0.04
78 H -7.1967 -0.2957 -3.2561  0.41
79 H -8.0790 0.1276 -1.7951  0.43
80 H -6.4649 0.7837 -2.0579  0.35
81 H -0.7787 -4.0037 -5.1659  0.37
82 H 0.5254 -5.1485 -4.8263  0.52
83 H -2.2318 -5.1655 -3.4998  0.13
84 H -1.7193 -6.2543 -4.7971  0.44
85 H -0.9550 -6.3361 -3.2061  0.19
86 C 1.0584 2.1328 4.8766  -1.52
87 C 0.6940 1.8249 3.4320  1.25
88 Ge 1.5362 3.1194 2.1444  0.22
89 C 0.2483 4.5572 1.6089  0.77
90 C -0.2302 5.3843 2.7897  -1.55
91 C 3.2247 3.8807 2.8680  -0.01
92 C 4.2439 3.4654 2.1026  -1.12
93 Ge 3.4157 2.2739 0.6978  0.47
94 C 4.0266 3.0414 -1.0902  1.31
95 C 5.5189 2.9731 -1.3720  -1.31
96 C 3.7519 0.2646 0.7038  2.55
97 C 5.1916 -0.2064 0.8154  -1.13
98 C 5.5934 4.0054 2.1814  0.11
99 C 6.7358 3.2204 2.0524  0.26
100 C 7.9946 3.7895 2.1189  -0.72
101 C 8.1344 5.1562 2.2937  -0.42
102 C 7.0054 5.9535 2.3906  -0.70
103 C 5.7498 5.3837 2.3376  -0.63
104 H 0.5408 1.4611 5.5605  0.27
105 H 0.7770 3.1538 5.1298  0.40
106 H 2.1308 2.0311 5.0371  0.36
107 H -0.3877 1.8711 3.3003  0.25
108 H 1.0162 0.8176 3.1701  -0.96
109 H -0.6054 4.0807 1.1372  -0.72
110 H 0.7270 5.1957 0.8675  0.41
111 H -0.7187 4.7548 3.5305  0.31
112 H -0.9565 6.1241 2.4568  0.43
113 H 0.5957 5.9051 3.2704  0.34
114 H 3.3687 4.5669 3.6943  0.59
115 H 3.7298 4.0911 -1.0706  0.43
116 H 3.4703 2.5610 -1.8961  -1.23
117 H 6.0724 3.4408 -0.5628  0.27
118 H 5.7550 3.5037 -2.2961  0.46
119 H 5.8629 1.9447 -1.4748  0.17
120 H 3.2886 -0.1211 -0.2100  -1.76
121 H 3.1785 -0.1493 1.5335  -0.51
122 H 5.8230 0.2531 0.0579  0.21
123 H 5.2578 -1.2883 0.7060  0.04
124 H 5.5868 0.0523 1.7935  0.37
125 H 6.6256 2.1563 1.9040  0.37
126 H 8.8707 3.1648 2.0217  0.41
127 H 9.1147 5.6042 2.3310  0.40
128 H 7.1058 7.0235 2.4997  0.40
129 H 4.8677 6.0032 2.3899  0.48
130 C 0.6462 3.1657 -2.1705  -0.19
131 C -0.5386 3.8638 -1.5760  0.18
132 C -0.6342 5.2355 -1.7004  -0.58
133 C -1.7304 5.8679 -1.1109  -1.21
134 C -2.6761 5.1063 -0.4987  -0.26
135 C -2.5589 3.6775 -0.4589  -0.28
136 N -1.4325 3.1012 -0.9661  0.61
137 N -3.4706 2.8802 0.0466  0.14
138 Si -5.0196 3.3347 0.5763  -0.24
139 C -5.9596 1.7193 0.8738  0.19
140 C -6.1111 4.3456 -0.6536  -1.06
141 C -5.0718 4.2917 2.2423  -1.12
142 H 0.5732 3.2136 -3.2554  0.29
143 H 0.6519 2.1250 -1.8381  -0.25
144 H 1.5602 3.6669 -1.8597  0.04
145 H 0.1310 5.7876 -2.2218  0.44
146 H -1.8087 6.9478 -1.1414  0.36
147 H -3.5295 5.5514 -0.0166  0.44
148 H -5.6410 0.9899 0.1442  -0.44
149 H -7.0346 1.8455 0.8035  0.54
150 H -5.7229 1.3378 1.8573  -0.43
151 H -6.4461 3.7114 -1.4697  0.30
152 H -5.5559 5.1673 -1.0968  0.31
153 H -6.9914 4.7587 -0.1667  0.37
154 H -4.5139 3.7450 2.9963  0.29
155 H -6.0871 4.4123 2.6087  0.36
156 H -4.6310 5.2815 2.1685  0.35
157 C 2.8234 -1.9910 -5.6147  -0.64
158 N 3.4161 -1.2861 -4.4023  0.39
159 C 3.8844 0.0920 -4.8366  -0.98
160 N 2.8410 0.8079 -5.4642  0.27
161 C 2.3176 0.0825 -6.6061  -1.04
162 N 1.8047 -1.2163 -6.2101  0.22
163 C 0.6043 -1.1219 -5.3931  -0.33
164 P 0.8508 -0.2407 -3.7495  1.09
165 C 2.4146 -1.1952 -3.3176  -0.55
166 C 1.7924 1.1956 -4.5347  -0.82
167 H 2.4260 -2.9490 -5.2739  0.29
168 H 3.6383 -2.1527 -6.3284  0.36
169 H 4.2176 -1.8250 -4.0641  0.45
170 H 4.7155 -0.0429 -5.5374  0.34
171 H 4.2284 0.6249 -3.9433  0.43
172 H 3.1188 -0.0598 -7.3362  0.32
173 H 1.5205 0.6637 -7.0696  0.40
174 H 0.2383 -2.1284 -5.1904  -0.44
175 H -0.1648 -0.5915 -5.9601  0.53
176 H 2.1064 -2.2118 -3.0447  -0.51
177 H 2.8723 -0.7326 -2.4393  0.12
178 H 2.2393 1.8067 -3.7480  0.00
179 H 1.0763 1.8206 -5.0738  0.49

Computed properties:
* E: -7914.8253 Ha
* charge: 0
* Kohn-Sham gap: 4.90 eV
* energy relative to the best compared isomer or geometry (same formula, charge and spin): 1.294 eV


- Among the records above, which one has the highest Kohn-Sham gap?
  C67H73FINO11Si2